63
Properties=species:S:1:pos:R:3 method="wB97M-V/def2-TZVPD" molar_mass_g_mol=459.5 smiles="COc1cc2c(cc1OC)CN(CC(=O)Nc1ccccc1C(=O)NCc1ccccc1)CC2" total_energy_ev=-41130.85301 orbital_gap_ev=8.177 lumo_ev=0.66
C -3.902 1.727 2.431
O -3.340 1.272 1.229
C -2.153 1.817 0.828
C -1.458 2.799 1.506
C -0.236 3.282 1.039
C 0.290 2.759 -0.129
C -0.417 1.791 -0.838
C -1.624 1.307 -0.377
O -2.363 0.333 -0.990
C -1.906 -0.149 -2.227
C 1.650 3.198 -0.612
N 2.504 3.702 0.445
C 3.180 2.698 1.246
C 2.277 1.825 2.124
O 2.089 2.069 3.299
N 1.725 0.779 1.451
C 0.663 -0.029 1.827
C -0.048 0.180 3.008
C -1.159 -0.583 3.302
C -1.592 -1.563 2.424
C -0.870 -1.811 1.274
C 0.275 -1.078 0.969
C 1.066 -1.389 -0.248
O 1.700 -0.550 -0.883
N 1.069 -2.688 -0.609
C 1.764 -3.180 -1.776
C 0.897 -4.076 -2.621
C 1.456 -5.149 -3.302
C 0.668 -5.969 -4.090
C -0.691 -5.729 -4.201
C -1.256 -4.663 -3.524
C -0.467 -3.841 -2.739
C 1.823 4.748 1.179
C 0.502 4.320 1.841
H -4.814 1.148 2.567
H -3.233 1.555 3.280
H -4.156 2.792 2.382
H -1.846 3.207 2.426
H 0.022 1.406 -1.744
H -2.624 -0.909 -2.532
H -0.909 -0.596 -2.147
H -1.878 0.643 -2.983
H 2.153 2.373 -1.122
H 1.534 4.012 -1.341
H 3.871 3.226 1.909
H 3.757 2.065 0.566
H 2.004 0.629 0.481
H 0.276 0.958 3.678
H -1.701 -0.403 4.219
H -2.485 -2.131 2.634
H -1.226 -2.565 0.586
H 0.603 -3.368 -0.030
H 2.671 -3.719 -1.474
H 2.072 -2.296 -2.347
H 2.516 -5.342 -3.215
H 1.116 -6.799 -4.615
H -1.306 -6.371 -4.814
H -2.316 -4.469 -3.606
H -0.914 -3.007 -2.218
H 2.506 5.140 1.935
H 1.624 5.546 0.456
H -0.134 5.199 1.977
H 0.703 3.912 2.835